ORCA calculation (ωB97M-V/def2-TZVPD) on 4 unconnected molecules or ions with the total composition CH11N3O3 at a distorted geometry.

As for the frontier orbital gap: 9.5 eV. As for the structure (SMILES): N=C(N)N.O.O.O. As for the energy above the lowest of the compared OMol25 structures with the same formula, charge and spin: 81.2 kJ/mol. Its molecular weight is 113.1 g mol⁻¹.

```
18
CH11N3O3 (ωB97M-V/def2-TZVPD)
N 0.48325 -0.82116 -1.53382
C -0.50468 -0.03255 -0.97057
N -1.44915 0.35335 -1.92842
N -0.70534 0.20032 0.25566
H 0.54959 -0.85155 -2.53406
H 1.34628 -0.88667 -1.03228
H -2.10740 1.04238 -1.60907
H -1.88416 -0.38399 -2.45885
H -0.04744 -0.19222 0.92702
H 2.62599 -1.17953 1.76406
H 1.30306 -1.81763 2.38549
O 1.67118 -1.06662 1.89716
H -2.66755 0.58891 1.32697
H -4.05561 1.04908 2.02531
O -3.62599 0.66665 1.26169
H 3.30105 1.46671 0.76565
H 2.82421 0.20025 0.03282
O 3.57389 0.80704 0.11942
```